C9H19NO3P | ωB97M-V with the def2-TZVPD basis set

Properties
Total charge   +1
Molecular weight   220.23 g mol⁻¹
HOMO-LUMO gap   8.3 eV
HOMO energy   -12.4348 eV
Relative energy (zero: lowest compared OMol25 entry of this formula, charge and spin)   0.0000 eV
Electronic energy   -975.979800 Ha

Atoms and positions in Å:
C  -3.145  0.955  -1.019
C  -2.681  -0.278  -1.300
C  -3.344  1.069  0.445
C  -2.568  -1.004  -0.067
C  -2.123  -2.389  0.092
C  3.489  -1.547  -0.563
C  2.120  3.262  0.405
C  2.285  -2.280  -0.002
C  1.655  2.184  -0.561
N  -2.971  -0.236  0.910
O  -0.269  0.149  1.419
O  1.363  -1.430  0.668
O  1.725  0.918  0.080
P  0.527  -0.196  0.030
H  -3.350  1.754  -1.707
H  -2.426  -0.683  -2.260
H  -2.700  1.837  0.887
H  -4.376  1.316  0.717
H  -1.996  -2.660  1.136
H  -1.182  -2.536  -0.436
H  -2.847  -3.064  -0.369
H  3.194  -0.899  -1.385
H  3.953  -0.942  0.211
H  4.213  -2.270  -0.928
H  3.137  3.055  0.728
H  2.096  4.229  -0.088
H  1.477  3.293  1.281
H  2.599  -2.990  0.769
H  1.770  -2.831  -0.796
H  2.307  2.156  -1.439
H  0.630  2.383  -0.893
H  0.370  0.153  2.145
H  -2.930  -0.481  1.890

Atomic forces in eV per Å
0.14 -0.56 0.07
-0.26 0.59 -0.22
-0.18 0.57 -0.01
-0.40 0.27 0.30
0.13 -0.38 0.17
-0.26 -0.03 0.12
-0.13 -0.33 -0.19
0.47 -0.35 -0.21
-0.03 0.51 -0.15
-0.02 -0.49 -0.04
-0.13 0.07 -0.13
-0.49 0.40 0.20
-0.24 -0.89 0.19
1.05 0.35 0.26
-0.03 0.13 -0.13
0.06 -0.07 -0.16
0.05 -0.07 0.01
0.03 -0.07 -0.02
0.03 -0.04 0.04
0.05 0.02 -0.01
-0.08 0.05 -0.01
0.08 0.07 -0.08
0.07 0.07 0.03
0.06 -0.07 -0.07
0.08 0.02 0.03
0.02 0.15 -0.03
-0.05 0.03 0.07
-0.07 0.03 -0.21
-0.02 -0.01 0.06
-0.12 0.00 0.03
0.04 0.02 -0.06
0.05 0.04 0.23
0.10 -0.05 -0.09

Atom charges from the Mulliken analysis, given in e for atoms 1 to 4: -0.37, -0.40, -0.49, 0.44